[1]
# C44H60CsGe2N3S2

A molecular structure, C44H60CsGe2N3S2 (the ωB97M-V functional and the def2-TZVPD basis, OMol25).

Results
Calculated total energy   -186324.39769 eV
HOMO level   -1.54 eV
Energy above the lowest of the compared OMol25 structures with the same formula, charge and spin   103.5 kJ/mol
Charge   -2
Spin multiplicity   1
Orbital gap   5.24 eV

Last column: Löwdin charge in e.
Cartesian coordinates (Å):
Cs  -0.41029  -0.88796  -0.79144  1.126
C  -0.27444  0.68886  5.07830  -0.195
C  -0.31230  0.23350  3.61983  -0.368
Ge  1.22888  0.95217  2.53487  0.872
C  2.51155  -0.55941  2.30557  -0.379
C  3.02334  -1.06105  3.65396  -0.172
C  2.21314  2.41962  3.41534  -0.249
C  2.22508  3.45826  2.56295  -0.371
Ge  0.92217  2.94714  1.05766  0.862
C  1.90040  3.26233  -0.66470  -0.343
C  2.21385  4.72653  -0.96605  -0.176
C  -0.61350  4.14473  1.56241  -0.345
C  -0.92076  4.07609  3.05677  -0.175
C  2.95885  4.70688  2.82362  -0.233
C  2.47137  5.93601  2.36794  -0.056
C  3.13453  7.12227  2.63686  -0.097
C  4.31545  7.11392  3.36678  -0.120
C  4.83187  5.90106  3.80327  -0.105
C  4.16822  4.71627  3.53005  -0.045
H  -1.12605  0.29941  5.64436  0.059
H  -0.29799  1.77883  5.14306  0.049
H  0.64110  0.34987  5.56792  0.057
H  -1.24060  0.56218  3.14591  0.044
H  -0.28328  -0.85794  3.56047  0.049
H  3.34528  -0.21502  1.69324  0.053
H  2.04591  -1.38261  1.75949  0.017
H  3.57668  -0.27869  4.18021  0.057
H  3.68835  -1.91535  3.50872  0.061
H  2.20016  -1.38279  4.29893  0.056
H  2.72715  2.44424  4.37899  0.053
H  1.29626  2.83551  -1.46342  0.029
H  2.82534  2.68307  -0.59753  0.059
H  1.29817  5.32182  -0.98796  0.063
H  2.69324  4.82156  -1.94489  0.061
H  2.88738  5.15135  -0.22019  0.048
H  -1.48920  3.85868  0.98810  0.012
H  -0.37062  5.17138  1.27683  0.046
H  -1.20782  3.06110  3.34162  0.048
H  -1.74840  4.74367  3.31403  0.063
H  -0.05426  4.35745  3.65852  0.055
H  1.55220  5.94798  1.79735  0.089
H  2.73179  8.05962  2.27094  0.095
H  4.83101  8.04077  3.58790  0.088
H  5.76085  5.88161  4.36201  0.092
H  4.59432  3.77447  3.85363  0.105
C  -0.29968  1.09239  -6.28615  -0.078
C  -0.59297  1.07673  -4.77721  -0.348
C  0.01181  -0.20697  -4.21689  -0.097
C  -2.08544  1.32867  -4.52698  -0.138
C  -2.57775  2.50519  -5.08970  -0.101
C  -3.89884  2.88153  -4.97961  -0.116
C  -4.74837  2.09820  -4.21843  -0.068
C  -4.29838  0.95843  -3.56961  -0.143
C  -5.29702  0.26381  -2.64935  -0.363
C  -5.83664  -1.05469  -3.22081  -0.060
C  -4.78130  0.07497  -1.21700  -0.056
C  -2.95747  0.53545  -3.74964  -0.171
N  -2.52459  -0.59221  -3.05493  0.016
C  -2.65720  -1.78347  -3.50477  -0.172
C  -2.36576  -2.97938  -2.80292  -0.361
C  -2.58760  -4.27394  -3.31412  -0.077
C  -2.22035  -5.15547  -2.30993  -0.073
C  -1.78945  -4.35489  -1.22807  -0.311
N  -1.87854  -3.05290  -1.51790  -0.086
C  -1.25181  -4.87614  0.08883  -0.548
C  -1.14339  -3.76043  1.12998  -0.088
C  0.14396  -5.48091  -0.13843  -0.038
C  -2.18312  -5.96876  0.63303  -0.060
H  0.76861  0.94709  -6.46565  0.073
H  -0.59538  2.02935  -6.75445  0.057
H  -0.84608  0.28351  -6.77752  0.085
H  -0.06461  1.92239  -4.31877  0.137
H  -0.44859  -1.07836  -4.68163  0.082
H  -0.12540  -0.27826  -3.14213  -0.077
H  1.08281  -0.22577  -4.43356  0.085
H  -1.89217  3.16789  -5.60390  0.104
H  -4.25097  3.80073  -5.43226  0.092
H  -5.78388  2.39818  -4.09439  0.102
H  -6.14745  0.95009  -2.58574  0.115
H  -5.08099  -1.83599  -3.17340  0.057
H  -6.14419  -0.92499  -4.26088  0.076
H  -6.70445  -1.39023  -2.64578  0.072
H  -4.03369  -0.71463  -1.16511  0.060
H  -5.61286  -0.18824  -0.55712  0.073
H  -4.33090  1.00266  -0.85714  0.078
H  -3.03357  -1.94470  -4.52722  0.138
H  -2.98305  -4.51555  -4.29190  0.086
H  -2.25309  -6.23492  -2.34986  0.084
H  -0.51200  -2.95770  0.75493  -0.045
H  -0.70232  -4.15030  2.05030  0.083
H  -2.12894  -3.34645  1.35674  0.087
H  0.83469  -4.73209  -0.53123  0.082
H  0.08617  -6.30513  -0.85208  0.079
H  0.56192  -5.86374  0.79709  0.076
H  -3.20178  -5.58915  0.74027  0.083
H  -1.82988  -6.31228  1.60967  0.077
H  -2.21140  -6.82625  -0.04116  0.069
S  4.05263  -3.20676  0.00549  0.363
C  4.26125  -4.27676  1.33958  -0.820
C  5.50844  -4.87449  1.62710  -0.166
C  5.67937  -5.71222  2.71481  -0.146
C  4.62164  -5.99753  3.57339  -0.159
C  3.38072  -5.42734  3.30561  -0.137
C  3.20047  -4.59203  2.21758  -0.171
H  6.33904  -4.65297  0.96846  0.075
H  6.65559  -6.14864  2.90736  0.081
H  4.75793  -6.65363  4.42556  0.072
H  2.54792  -5.63602  3.97108  0.086
H  2.22925  -4.15636  2.01321  0.072
S  -2.17089  3.69082  -1.84843  0.573
C  -1.37130  2.53213  -1.07718  -1.028
N  -0.75310  1.74005  -0.46135  -0.272

Cartesian forces (eV/Å) of the 3 atoms listed first:
Cs 0.93 -0.26 0.61
C 0.02 0.00 -0.09
C 0.23 0.21 -0.27

[2]
# C35H35MoN5O6Si

A molecular structure, C35H35MoN5O6Si (the ωB97M-V functional and the def2-TZVPD basis, OMol25).

Results
Calculated total energy   -66333.52844 eV
HOMO level (alpha / beta)   -5.56 / -6.91 eV
Energy above the lowest of the compared OMol25 structures with the same formula, charge and spin   38.5 kJ/mol
Charge   0
Spin multiplicity   3
Orbital gap (alpha / beta)   5.23 / 6.35 eV

Last column: Löwdin spin population.
Cartesian coordinates (Å):
Mo  -0.47573  0.27399  -0.26490  1.149
O  -0.40794  -4.14469  -1.13489  0.007
C  -1.24453  -4.16994  -2.19750  0.013
C  -1.39947  -5.38766  -2.85702  -0.002
C  -2.24269  -5.49288  -3.94432  0.016
C  -2.94975  -4.38039  -4.39587  -0.002
C  -2.79668  -3.17173  -3.74928  0.013
C  -1.94851  -3.03955  -2.64566  0.000
C  -1.78335  -1.72646  -1.99914  0.073
O  -0.94148  -1.63308  -0.97612  0.033
N  -2.42415  -0.69045  -2.43156  -0.016
N  -2.05906  0.42218  -1.72404  0.206
C  -2.58246  1.59305  -2.05984  0.161
C  -2.12298  2.67841  -1.30178  0.108
C  -2.57295  4.01116  -1.37650  0.049
C  -2.08701  4.93563  -0.48813  0.061
C  -1.12515  4.56097  0.46871  0.098
C  -0.68515  3.25342  0.47924  0.027
N  -1.17869  2.32710  -0.35550  0.110
H  -0.41755  -3.22596  -0.79396  0.000
H  -0.84181  -6.23924  -2.48904  -0.001
H  -2.35143  -6.44676  -4.44488  0.001
H  -3.61014  -4.46122  -5.24897  -0.001
H  -3.32504  -2.28973  -4.08420  0.000
H  -3.31456  1.67256  -2.85192  0.009
H  -3.30899  4.27810  -2.12245  0.000
H  -2.43893  5.95867  -0.52476  0.002
H  -0.71008  5.27766  1.16392  0.005
H  0.30138  3.06445  2.37661  -0.004
O  2.34701  -3.19635  3.22518  0.000
C  2.24183  -2.21517  4.13299  0.000
C  2.57692  -2.52164  5.45217  0.000
C  2.49761  -1.56320  6.43958  0.000
C  2.07799  -0.26886  6.13595  0.000
C  1.74234  0.04314  4.83645  0.000
C  1.81467  -0.91249  3.81513  0.000
C  1.45431  -0.54425  2.44436  -0.002
O  1.09313  0.73980  2.30533  -0.029
N  1.55912  -1.40302  1.49765  0.000
N  1.22635  -1.00226  0.21717  0.002
C  1.87247  -1.61326  -0.71498  -0.001
C  1.73598  -1.36556  -2.12637  0.005
C  2.20847  -2.33482  -3.02175  0.000
C  2.11969  -2.14864  -4.38207  0.004
C  1.57743  -0.95555  -4.86717  0.001
C  1.12707  0.02433  -4.00691  0.003
C  1.17950  -0.15892  -2.61882  0.007
O  0.75719  0.79017  -1.80802  0.059
H  2.08817  -2.82561  2.35322  0.000
H  2.90026  -3.53153  5.66696  0.000
H  2.76472  -1.82179  7.45615  0.000
H  2.01748  0.48472  6.90894  0.000
H  1.41429  1.04194  4.58748  0.000
H  2.57800  -2.37904  -0.39640  0.000
H  2.62527  -3.25151  -2.61959  0.000
H  2.46388  -2.91280  -5.06513  0.000
H  1.50588  -0.79470  -5.93577  0.000
H  0.70389  0.94929  -4.37681  0.000
C  3.36460  1.95486  0.63497  -0.001
Si  2.12264  3.34998  0.68519  -0.009
C  1.90464  4.03739  -1.03498  0.001
C  2.67966  4.66810  1.89331  -0.003
C  0.39303  2.72223  1.33978  -0.026
C  0.39174  1.23691  1.21602  -0.169
H  4.22796  2.26432  0.04041  0.000
H  2.93729  1.07509  0.15153  -0.001
H  3.72117  1.68211  1.63042  0.000
H  2.88749  4.24820  -1.46550  0.000
H  1.32177  4.95889  -1.04376  0.001
H  1.40857  3.30643  -1.67957  0.000
H  3.64071  5.09628  1.59908  0.000
H  2.79475  4.24609  2.89471  0.000
H  1.95358  5.48268  1.95123  0.000
C  -3.98059  0.76998  1.01823  0.003
C  -3.10525  -0.30457  1.57714  0.004
C  -3.70610  -1.23296  2.58875  0.000
O  -1.93840  -0.44430  1.24881  0.033
H  -4.71304  0.30753  0.35104  0.000
H  -3.41512  1.51049  0.46147  0.003
H  -4.53639  1.24439  1.82935  0.000
H  -3.77859  -0.71206  3.54673  0.000
H  -3.08430  -2.11610  2.71004  0.000
H  -4.71789  -1.51200  2.29445  0.000

Cartesian forces (eV/Å) of the 3 atoms listed first:
Mo -0.29 -0.09 -0.20
O 0.02 -0.09 -0.02
C -0.02 0.05 0.01

[3]
# C11H20BCl2HfNO2

A molecular structure, C11H20BCl2HfNO2 (the ωB97M-V functional and the def2-TZVPD basis, OMol25).

Results
Calculated total energy   -44349.87371 eV
HOMO level   0.44 eV
Energy above the lowest of the compared OMol25 structures with the same formula, charge and spin   0.0 kJ/mol
Charge   -2
Spin multiplicity   1
Orbital gap   4.30 eV

Last column: Löwdin charge in e.
Cartesian coordinates (Å):
C  0.28672  -1.13600  -2.44762  -0.282
C  1.13232  0.00487  -2.56790  -0.283
C  0.30475  1.15962  -2.63211  -0.290
C  2.60669  0.02638  -2.55536  -0.108
C  -1.05038  0.73625  -2.54790  -0.292
C  -1.06083  -0.67905  -2.40033  -0.271
C  -2.24757  -1.52084  -2.18129  -0.093
C  0.71466  -2.54294  -2.36329  -0.128
C  0.78943  2.54843  -2.73829  -0.099
C  -2.23689  1.60906  -2.58699  -0.100
Hf  0.48111  -0.03043  1.43545  0.867
Cl  2.08062  1.46928  1.17366  0.043
Cl  1.92109  -1.78513  0.69257  -0.053
O  -0.74663  1.06406  0.38923  -0.416
H  3.00537  -0.99082  -2.61117  0.054
H  2.98767  0.48678  -1.62998  0.040
H  2.99564  0.60539  -3.40432  0.057
H  1.63879  2.71983  -2.06211  0.056
H  -0.00552  3.25876  -2.48542  0.049
H  1.12704  2.77266  -3.76157  0.057
H  -2.02578  2.57859  -2.11992  0.048
H  -3.07233  1.13758  -2.05750  0.055
H  -2.55621  1.79704  -3.62362  0.058
H  -3.06099  -0.92262  -1.75570  0.056
H  -2.01555  -2.32148  -1.46947  0.053
H  -2.60385  -1.96670  -3.12250  0.056
H  1.70363  -2.62384  -1.90320  0.009
H  0.74869  -3.00968  -3.35958  0.058
H  0.01057  -3.11119  -1.74568  0.057
H  -0.74242  2.02457  0.24680  0.011
O  -1.29993  -1.66595  1.29704  -0.536
H  -0.91864  -2.52263  1.58693  -0.101
B  0.82513  1.09882  6.07264  -0.443
C  0.59362  0.59533  4.65850  -0.182
N  0.43510  0.23310  3.55056  -0.022
H  -0.14007  1.77781  6.38235  0.004
H  1.84758  1.76726  6.06760  0.007
H  0.93726  0.12632  6.79897  0.002

Cartesian forces (eV/Å) of the 3 atoms listed first:
C -0.46 1.55 0.25
C -1.49 0.00 0.08
C -0.61 -1.36 0.06